Version a
Formula: C4H5FO2
Source: the OMol25 dataset
Level of theory: wB97M-V/def2-TZVPD

```
12
Properties=species:S:1:pos:R:3:mulliken_charge:R:1
C -0.768 2.453 0.300 -1.10
C -0.309 1.095 -0.104 0.66
F -0.360 0.978 -1.426 -0.23
C -0.028 0.077 0.742 -0.47
C 0.394 -1.237 0.232 0.59
O 0.427 -1.505 -0.954 -0.57
O 0.722 -2.106 1.193 -0.45
H -1.847 2.595 0.137 0.27
H -0.612 2.611 1.350 0.32
H -0.219 3.211 -0.230 0.33
H -0.048 0.273 1.816 0.29
H 1.043 -2.938 0.829 0.34
```

**HOMO-LUMO gap**: 0.396 Ha
**Net charge**: 0

***

Version b
Formula: C4H5FO2
Source: the OMol25 dataset
Level of theory: wB97M-V/def2-TZVPD

```
12
Properties=species:S:1:pos:R:3:mulliken_charge:R:1
O 0.922 1.513 0.945 -0.53
C 0.801 0.496 0.069 0.83
F 2.075 0.230 -0.351 -0.31
C -0.061 -0.837 0.831 -0.68
C -1.103 -0.996 -0.255 -0.30
C -0.999 -0.013 -1.143 -0.29
O 0.039 0.814 -1.042 -0.38
H 1.496 2.121 0.444 0.29
H -0.432 -0.184 1.624 0.26
H 0.742 -1.468 1.179 0.36
H -1.648 -1.890 -0.528 0.33
H -1.832 0.213 -1.773 0.40
```

**HOMO-LUMO gap**: 0.364 Ha
**Net charge**: 0

***

Of them, version a has the highest stability.

***

Version a
Formula: C25H29N3O3
Source: the OMol25 dataset
Level of theory: wB97M-V/def2-TZVPD

```
60
Properties=species:S:1:pos:R:3:mulliken_charge:R:1
C -0.167 -0.140 2.979 -0.85
C -1.415 0.439 3.631 -0.57
O -2.232 1.122 2.678 -0.27
C -3.023 0.368 1.910 0.19
O -3.125 -0.826 2.031 -0.62
C -3.809 1.164 0.880 0.41
C -3.603 0.511 -0.490 -1.60
C -2.172 0.740 -0.959 0.18
N -1.907 2.162 -1.102 -0.05
C -0.571 2.432 -1.632 -1.16
C -0.272 1.682 -2.885 1.01
C -0.596 2.028 -4.178 -1.38
N -0.184 1.025 -4.979 0.59
C -0.285 0.942 -6.406 -0.93
N 0.378 0.042 -4.285 -0.96
C 0.347 0.412 -3.012 0.17
C 0.821 -0.448 -1.929 0.05
C 1.688 0.032 -0.951 -0.62
C 2.041 -0.751 0.130 0.12
C 1.538 -2.043 0.243 0.48
O 1.755 -2.841 1.336 -0.45
C 2.917 -2.747 2.052 0.46
C 2.836 -2.980 3.422 -0.49
C 3.982 -2.966 4.193 -0.53
C 5.214 -2.719 3.610 -0.46
C 5.295 -2.500 2.245 -0.65
C 4.156 -2.516 1.462 -0.24
C 0.700 -2.544 -0.748 -1.03
C 0.348 -1.753 -1.822 -0.68
C -2.048 2.834 0.179 -0.45
C -3.440 2.642 0.773 -1.26
H 0.477 -0.574 3.739 0.49
H 0.382 0.640 2.455 0.22
H -0.442 -0.915 2.268 0.22
H -1.158 1.196 4.375 0.37
H -2.004 -0.359 4.096 0.35
H -4.861 1.066 1.171 0.39
H -3.796 -0.560 -0.422 0.46
H -4.292 0.953 -1.210 0.54
H -2.034 0.266 -1.933 0.48
H -1.470 0.265 -0.249 -0.10
H -0.521 3.507 -1.834 0.54
H 0.194 2.188 -0.875 0.39
H -1.081 2.901 -4.567 0.55
H -1.329 0.996 -6.722 0.31
H 0.272 1.752 -6.881 0.31
H 0.136 -0.013 -6.711 0.32
H 2.099 1.027 -1.040 0.71
H 2.694 -0.358 0.896 0.63
H 1.869 -3.176 3.858 0.46
H 3.913 -3.146 5.256 0.38
H 6.108 -2.704 4.215 0.39
H 6.254 -2.321 1.782 0.37
H 4.221 -2.362 0.395 0.48
H 0.321 -3.549 -0.648 0.45
H -0.310 -2.137 -2.586 0.41
H -1.872 3.902 0.020 0.41
H -1.293 2.471 0.898 0.17
H -3.477 3.119 1.753 0.43
H -4.170 3.126 0.122 0.48
```

**HOMO-LUMO gap**: 0.327 Ha
**Net charge**: 0

***

Version b
Formula: C25H29N3O3
Source: the OMol25 dataset
Level of theory: wB97M-V/def2-TZVPD

```
60
Properties=species:S:1:pos:R:3:mulliken_charge:R:1
C -2.197 6.344 5.997 -1.13
C -2.417 5.135 5.083 -0.59
C -1.257 4.201 5.135 0.21
C -1.053 3.044 5.826 -0.53
C 0.260 2.615 5.508 -0.65
C 0.771 3.545 4.651 0.93
C 2.073 3.615 3.916 -1.55
N 2.082 2.927 2.633 0.14
C 1.915 1.492 2.748 -0.64
C 2.206 0.832 1.404 -0.89
C 1.253 1.382 0.340 -0.04
O 1.568 0.893 -0.954 -0.44
C 1.204 -0.357 -1.324 0.87
C 1.619 -0.747 -2.601 -0.96
C 1.302 -1.987 -3.107 -0.55
C 0.550 -2.888 -2.353 0.72
C 0.142 -4.250 -2.792 0.46
O -0.507 -4.991 -2.072 -0.71
N 0.550 -4.639 -4.026 -0.09
C 0.156 -5.909 -4.596 -1.22
C -1.003 -5.743 -5.547 0.79
C -2.257 -5.368 -5.073 -0.38
C -3.283 -5.197 -5.986 -0.51
C -3.022 -5.405 -7.332 -0.38
C -1.738 -5.773 -7.700 -0.22
N -0.752 -5.934 -6.834 -0.51
C 0.140 -2.494 -1.082 -1.03
C 0.457 -1.254 -0.564 -0.15
C 1.398 2.902 0.298 -0.89
C 1.137 3.483 1.683 -0.48
O -0.152 4.508 4.419 -0.29
H -2.073 6.020 7.028 0.33
H -1.304 6.885 5.695 0.31
H -3.049 7.017 5.943 0.36
H -2.551 5.481 4.056 0.26
H -3.315 4.597 5.391 0.31
H -1.749 2.555 6.476 0.49
H 0.757 1.741 5.876 0.51
H 2.318 4.664 3.727 0.42
H 2.860 3.175 4.533 0.45
H 2.620 1.123 3.497 0.42
H 0.895 1.222 3.077 0.36
H 3.227 1.063 1.100 0.29
H 2.108 -0.251 1.489 0.50
H 0.213 1.129 0.595 0.24
H 2.198 -0.044 -3.181 0.41
H 1.656 -2.234 -4.098 0.24
H 0.983 -3.980 -4.650 0.19
H 1.001 -6.349 -5.130 0.29
H -0.136 -6.549 -3.758 0.46
H -2.410 -5.223 -4.015 0.46
H -4.271 -4.908 -5.654 0.40
H -3.795 -5.285 -8.076 0.37
H -1.479 -5.947 -8.736 0.38
H -0.440 -3.194 -0.500 0.44
H 0.115 -1.001 0.427 0.41
H 2.413 3.144 -0.017 0.30
H 0.700 3.322 -0.426 0.42
H 1.272 4.567 1.659 0.40
H 0.092 3.275 1.973 0.28
```

**HOMO-LUMO gap**: 0.334 Ha
**Net charge**: 0

***

Of them, version b has the highest stability.

***

Version a
Formula: C5H12O2
Source: the OMol25 dataset
Level of theory: wB97M-V/def2-TZVPD

```
19
Properties=species:S:1:pos:R:3:mulliken_charge:R:1
C 0.033 0.551 2.034 -1.47
C 0.454 0.513 0.558 0.90
C 1.694 1.288 0.246 -1.45
C -0.815 0.858 -0.283 -0.71
C -1.338 -0.463 -0.936 0.02
O -2.280 -1.100 -0.451 -0.49
H -0.846 -0.118 2.282 0.32
H 0.811 0.148 2.801 0.32
H -0.406 1.526 2.179 0.40
H 0.658 -0.577 0.316 0.14
H 1.918 1.043 -0.839 0.33
H 2.577 1.146 0.900 0.35
H 1.613 2.430 0.309 0.30
H -1.595 1.259 0.364 0.31
H -0.565 1.741 -0.917 0.44
H -1.326 -0.394 -2.122 0.28
O -0.049 -2.923 -2.172 -0.64
H -0.951 -3.127 -1.856 0.33
H 0.415 -3.801 -2.411 0.30
```

**HOMO-LUMO gap**: 0.378 Ha
**Net charge**: 0

***

Version b
Formula: C5H12O2
Source: the OMol25 dataset
Level of theory: wB97M-V/def2-TZVPD

```
19
Properties=species:S:1:pos:R:3:mulliken_charge:R:1
C -1.700 -0.387 -1.989 -1.19
C -0.178 -0.352 -1.950 -0.37
C 0.464 -0.404 -0.558 -0.55
C -0.083 0.615 0.421 -0.39
C 0.686 1.928 0.402 -0.04
O 1.873 2.021 0.261 -0.47
H -2.140 -1.150 -1.337 0.30
H -2.161 0.537 -1.638 0.32
H -2.094 -0.569 -2.986 0.36
H 0.168 0.529 -2.486 0.26
H 0.169 -1.226 -2.511 0.30
H 1.521 -0.197 -0.706 0.33
H 0.416 -1.423 -0.184 0.29
H -0.044 0.279 1.461 0.26
H -1.112 0.910 0.202 0.24
H 0.058 2.835 0.552 0.34
O -0.449 -2.466 2.830 -0.62
H -0.160 -3.173 2.241 0.32
H -1.325 -2.729 3.121 0.31
```

**HOMO-LUMO gap**: 0.380 Ha
**Net charge**: 0

***

Version c
Formula: C5H12O2
Source: the OMol25 dataset
Level of theory: wB97M-V/def2-TZVPD

```
19
Properties=species:S:1:pos:R:3:mulliken_charge:R:1
C 2.626 0.299 -0.787 -0.76
O 1.247 0.572 -0.741 -0.30
C 0.476 -0.553 -0.366 -0.82
C -0.990 -0.151 -0.246 0.65
C -1.820 -1.345 0.218 -1.61
C -1.139 1.054 0.694 -0.58
O -0.810 2.271 0.067 -0.57
H 2.847 -0.503 -1.507 0.28
H 3.132 1.213 -1.106 0.25
H 3.011 -0.002 0.200 0.32
H 0.604 -1.359 -1.110 0.39
H 0.834 -0.940 0.606 0.37
H -1.339 0.174 -1.235 0.21
H -2.884 -1.086 0.247 0.40
H -1.526 -1.666 1.226 0.35
H -1.701 -2.200 -0.456 0.41
H -2.177 1.148 1.036 0.36
H -0.520 0.881 1.592 0.25
H 0.067 2.133 -0.321 0.39
```

**HOMO-LUMO gap**: 0.398 Ha
**Net charge**: 0

***

Of them, version b has the highest stability.

***

Version a
Formula: C5H12O2
Source: the OMol25 dataset
Level of theory: wB97M-V/def2-TZVPD

```
19
Properties=species:S:1:pos:R:3:mulliken_charge:R:1
C -1.483 -2.302 0.783 -0.99
C -0.559 -1.781 -0.023 0.70
C -0.832 -1.307 -1.418 -0.75
O 0.764 -1.832 0.323 -0.57
H -2.473 -2.426 0.377 0.26
H -1.227 -2.556 1.798 0.29
H -1.907 -1.246 -1.591 0.31
H -0.427 -0.309 -1.593 0.06
H -0.395 -1.989 -2.148 0.28
H 1.152 -0.942 0.209 0.48
C 0.080 2.122 0.871 -0.90
C 1.088 1.891 -0.219 -0.37
O 1.870 0.702 -0.002 -0.58
H 0.555 2.303 1.838 0.30
H -0.498 3.023 0.659 0.35
H -0.609 1.285 0.991 0.23
H 1.762 2.735 -0.350 0.37
H 0.623 1.728 -1.190 0.24
H 2.518 0.900 0.687 0.29
```

**HOMO-LUMO gap**: 0.344 Ha
**Net charge**: 0

***

Version b
Formula: C5H12O2
Source: the OMol25 dataset
Level of theory: wB97M-V/def2-TZVPD

```
19
Properties=species:S:1:pos:R:3:mulliken_charge:R:1
C -0.910 -0.441 2.513 -1.21
C -0.050 0.334 1.520 -0.55
C -0.126 -0.263 0.116 -0.20
O -1.452 -0.300 -0.370 -0.58
C 0.727 0.505 -0.885 0.16
C 0.933 -0.428 -2.241 -1.37
O 0.025 1.648 -1.349 -0.64
H -1.948 -0.469 2.172 0.29
H -0.560 -1.476 2.609 0.31
H -0.880 0.017 3.506 0.38
H -0.374 1.382 1.470 0.29
H 0.999 0.340 1.847 0.30
H 0.244 -1.295 0.127 0.44
H -1.597 0.600 -0.714 0.43
H 1.717 0.782 -0.511 0.47
H 0.086 -1.118 -2.351 0.31
H 1.079 0.039 -3.255 0.48
H 1.859 -0.948 -2.041 0.36
H 0.229 1.092 -2.162 0.34
```

**HOMO-LUMO gap**: 0.408 Ha
**Net charge**: 0

***

Version c
Formula: C5H12O2
Source: the OMol25 dataset
Level of theory: wB97M-V/def2-TZVPD

```
19
Properties=species:S:1:pos:R:3:mulliken_charge:R:1
C 0.289 -1.038 0.958 -1.05
C -0.898 -0.527 0.622 0.84
C -1.982 -1.336 -0.040 -1.37
C -1.221 0.934 0.892 -0.49
O -0.106 1.728 1.199 -0.56
H 0.540 -2.080 0.764 0.32
H 1.033 -0.413 1.446 0.35
H -2.418 -0.794 -0.889 0.32
H -2.798 -1.543 0.663 0.33
H -1.596 -2.295 -0.403 0.34
H -1.786 1.336 0.033 0.29
H -1.895 0.986 1.758 0.37
H 0.449 1.753 0.398 0.41
C 2.402 0.612 -1.734 -0.67
O 1.103 0.914 -1.255 -0.54
H 2.413 -0.339 -2.285 0.28
H 2.688 1.409 -2.423 0.23
H 3.147 0.559 -0.926 0.27
H 0.753 0.107 -0.848 0.35
```

**HOMO-LUMO gap**: 0.387 Ha
**Net charge**: 0

***

Version d
Formula: C5H12O2
Source: the OMol25 dataset
Level of theory: wB97M-V/def2-TZVPD

```
19
Properties=species:S:1:pos:R:3:mulliken_charge:R:1
C 2.285 0.064 0.791 -1.14
C 0.884 0.658 0.602 -0.45
C -0.102 -0.467 0.283 -0.17
O -0.441 -1.249 1.430 -0.54
C -1.420 -0.179 -0.447 0.53
C -1.338 0.890 -1.523 -1.49
O -1.780 -1.392 -1.106 -0.60
H 2.283 -0.724 1.554 0.29
H 2.620 -0.398 -0.145 0.32
H 3.026 0.815 1.081 0.38
H 0.574 1.220 1.494 0.34
H 0.909 1.378 -0.224 0.32
H 0.399 -1.138 -0.430 0.21
H 0.023 -0.918 2.204 0.35
H -2.193 0.080 0.291 0.24
H -0.397 0.828 -2.081 0.35
H -2.158 0.733 -2.229 0.38
H -1.430 1.896 -1.101 0.34
H -1.742 -2.098 -0.445 0.35
```

**HOMO-LUMO gap**: 0.401 Ha
**Net charge**: 0

***

Of them, version d has the highest stability.